The molecule C6H10O2. Source: the OMol25 dataset; level of theory: ωB97M-V with the def2-TZVPD basis set.

Values from the calculation:
**LUMO energy**: 0.70 eV
**Frontier orbital gap**: 10.7 eV
**Highest occupied orbital energy**: -9.9 eV
**Largest force on an atom**: 0.5 eV Å⁻¹

Geometry (Å):
C  1.712391  -1.335570  0.174567
C  0.642192  -0.962299  -0.505645
C  -0.269003  0.186956  -0.172223
C  0.432263  1.291323  0.634893
C  -0.862511  0.778626  -1.452060
C  -1.417021  -0.312966  0.732196
O  -2.535443  0.102856  0.664838
O  -1.059501  -1.217699  1.651606
H  2.088745  -0.795601  1.028266
H  2.296176  -2.190244  -0.125979
H  0.332989  -1.541724  -1.366273
H  -0.246282  2.132523  0.769671
H  1.315802  1.634607  0.096692
H  0.735700  0.942968  1.620933
H  -0.078751  1.235857  -2.052700
H  -1.351296  0.005572  -2.039456
H  -1.605872  1.531155  -1.201151
H  -0.130578  -1.486342  1.541825

Atoms 1-3, force components in eV/Å:
0.364 -0.074 -0.074
-0.142 0.077 -0.064
-0.166 0.251 0.039

***

The molecule C6H10O2 at a distorted geometry. Source: the OMol25 dataset; level of theory: ωB97M-V with the def2-TZVPD basis set.

Values from the calculation:
**LUMO energy**: 0.60 eV
**Frontier orbital gap**: 10.1 eV
**Highest occupied orbital energy**: -9.5 eV
**Largest force on an atom**: 2.9 eV Å⁻¹

Geometry (Å):
C  2.089896  0.862315  0.449383
C  0.866886  0.003101  0.412307
C  0.998828  -1.466165  0.726729
O  2.074620  -2.050118  0.634385
C  -0.292668  0.274693  -0.183822
C  -0.915898  1.608452  -0.432246
C  -1.243504  -0.984495  -0.610684
O  -2.399270  -0.956760  0.197637
H  2.264084  1.247400  1.456484
H  2.972304  0.293652  0.137103
H  2.013896  1.702708  -0.248771
H  0.150639  -1.916561  1.269913
H  -0.355773  2.402533  0.074580
H  -0.965357  1.831190  -1.500264
H  -1.931854  1.625238  -0.021414
H  -0.861509  -2.003295  -0.711796
H  -1.532929  -0.732285  -1.636765
H  -2.932389  -1.741602  -0.012759

Atoms 1-3, force components in eV/Å:
0.058 0.435 0.225
-0.132 -1.330 -1.305
2.751 0.315 0.992

***

A structure of composition C6H10O2 at a distorted geometry. Source: the OMol25 dataset; level of theory: ωB97M-V with the def2-TZVPD basis set.

Values from the calculation:
**LUMO energy**: 0.98 eV
**Frontier orbital gap**: 9.8 eV
**Highest occupied orbital energy**: -8.8 eV
**Largest force on an atom**: 9.2 eV Å⁻¹

Geometry (Å):
C  1.420651  0.918760  0.158574
C  -0.118172  1.312716  -0.342324
C  -1.444276  0.609992  0.177187
C  -1.761629  -0.786573  -0.564102
C  -0.211823  -0.962691  0.109095
C  1.246636  -1.521498  0.104696
H  1.295006  1.099672  1.323707
H  2.129005  1.678156  0.003368
H  -0.022501  1.630288  -1.280720
H  -0.215692  2.262764  0.088586
H  -2.060672  1.245187  0.823627
H  -1.985578  -1.205105  -1.548099
H  -2.377461  -1.580235  0.025064
H  0.194474  -0.129061  -0.583157
H  1.465987  -2.103731  -0.625628
H  1.495145  -1.957928  1.083616
O  1.855650  -0.258161  -0.114210
O  -0.904752  -0.252547  1.160727

Atoms 1-3, force components in eV/Å:
-4.532 3.526 5.687
0.439 1.387 3.070
0.466 -1.839 0.350

***

A structure of composition C6H10O2 at a distorted geometry. Source: the OMol25 dataset; level of theory: ωB97M-V with the def2-TZVPD basis set.

Values from the calculation:
**LUMO energy**: 0.26 eV
**Frontier orbital gap**: 8.0 eV
**Highest occupied orbital energy**: -7.8 eV
**Largest force on an atom**: 1.7 eV Å⁻¹

Geometry (Å):
C  -0.193069  1.540143  0.142577
C  1.382608  0.097659  -1.330357
C  1.081475  -1.217960  -1.649140
O  0.678624  1.645279  1.185927
H  0.286919  1.200178  1.958684
H  -1.195600  1.895410  0.369290
H  0.180723  2.055859  -0.729943
H  1.240608  0.877693  -2.064635
H  1.920611  0.353238  -0.430759
H  0.868488  -1.452436  -2.689164
H  1.600878  -2.004554  -1.107804
H  -0.142983  -1.407797  -1.122247
C  -1.468032  -0.432160  0.162368
C  -1.196518  -0.563674  1.560104
C  -0.860087  -0.621226  2.719008
O  -1.263061  -1.450638  -0.608251
H  -2.291511  0.226840  -0.114481
H  -0.630072  -0.741854  3.748824

Atoms 1-3, force components in eV/Å:
-1.050 -0.382 0.127
-0.359 -1.126 -0.225
1.149 0.794 -0.314

***

The molecule C6H10O2S at a distorted geometry. Source: the OMol25 dataset; level of theory: ωB97M-V with the def2-TZVPD basis set.

Values from the calculation:
**LUMO energy**: 0.64 eV
**Frontier orbital gap**: 10.3 eV
**Highest occupied orbital energy**: -9.6 eV
**Largest force on an atom**: 4.1 eV Å⁻¹

Geometry (Å):
C  -1.612513  -1.098100  -1.354493
C  -0.373403  -0.581455  -1.576360
C  -0.134165  0.925760  -1.571973
S  1.073207  1.420587  -0.314028
O  1.139222  2.894713  -0.314922
O  2.390489  0.820547  -0.652934
C  0.430064  0.857506  1.289866
C  0.798017  -0.614679  1.528917
C  -0.142258  -1.480494  2.037941
H  -2.444030  -0.459079  -1.229398
H  -1.821740  -2.162954  -1.400021
H  0.487650  -1.238261  -1.716059
H  -1.055797  1.456057  -1.377330
H  0.262542  1.334105  -2.534673
H  -0.663206  1.029944  1.270143
H  0.888727  1.466348  2.051339
H  1.801340  -0.964036  1.327592
H  0.115296  -2.497638  2.313216
H  -1.139443  -1.108870  2.223177

Atoms 1-3, force components in eV/Å:
2.438 0.113 -0.855
-1.554 -0.249 0.347
0.285 -0.790 -0.231

***

A structure of composition C6H10O2S at a distorted geometry. Source: the OMol25 dataset; level of theory: ωB97M-V with the def2-TZVPD basis set.

Values from the calculation:
**LUMO energy**: 0.78 eV
**Frontier orbital gap**: 9.5 eV
**Highest occupied orbital energy**: -8.7 eV
**Largest force on an atom**: 6.8 eV Å⁻¹

Geometry (Å):
C  0.021705  -0.827394  0.164626
C  1.133180  -1.378857  -0.324283
C  -0.594670  -0.774830  1.490452
C  -1.097767  0.663481  1.685164
C  -0.770660  0.598926  -0.933853
C  0.302589  1.694837  -1.233242
O  -0.720579  -0.802263  -2.794138
O  -1.494953  -0.086407  -1.856392
S  -2.056606  1.264765  0.197414
H  1.516425  -1.332403  -1.283073
H  1.627418  -2.079930  0.303539
H  -1.508395  -1.486243  1.728848
H  0.074788  -0.916932  2.254543
H  -1.796462  0.854944  2.577845
H  -0.211114  1.444103  1.787686
H  -0.208958  2.199653  -2.122742
H  1.293318  1.220437  -1.508186
H  0.340458  2.302723  -0.446849
H  -0.724405  -1.778460  -2.731886

Atoms 1-3, force components in eV/Å:
-0.082 3.156 -3.265
-1.868 -0.376 2.392
-3.740 0.141 -0.182